[1]
DFT (ωB97M-V/def2-TZVPD) results for a structure of composition CH4NO3P.

Cartesian coordinates (Å):
C (-1.22, -1.10, 0.47)
N (0.70, 1.37, 0.24)
O (1.63, -1.00, -0.29)
O (0.43, 0.41, -2.16)
O (-2.29, -0.79, 0.84)
P (0.85, 0.12, -0.79)
H (-0.62, -1.92, 0.89)
H (-0.68, -0.55, -0.37)
H (0.18, 2.18, -0.03)
H (1.01, 1.27, 1.19)

calculated total energy	-662.35400	Ha
LUMO level	-0.08	eV
highest occupied orbital energy	-11.1	eV
relative energy (zero: lowest compared OMol25 entry of this formula, charge and spin)	1.248	eV
orbital gap	11.04	eV
largest force on an atom	2.06	eV Å⁻¹

Results of the Löwdin charge analysis, in e, for atoms 1 through 8: atom 1 (C): -0.132, atom 2 (N): -0.019, atom 3 (O): -0.270, atom 4 (O): -0.259, atom 5 (O): 0.081, atom 6 (P): 0.334, atom 7 (H): 0.113, atom 8 (H): 0.003

***

[2]
DFT (ωB97M-V/def2-TZVPD) results for a structure of composition C39H66N7O5PdS4.

Cartesian coordinates (Å):
Pd (-4.71, -2.39, 3.92)
C (-0.39, 1.09, 0.34)
C (-1.00, -0.33, 0.13)
C (-0.22, -0.97, -1.06)
O (-1.15, -1.13, 1.27)
H (-0.53, 1.66, -0.58)
H (0.62, 0.96, 0.72)
H (-0.95, 1.68, 1.07)
H (-2.03, -0.26, -0.24)
H (-0.27, -0.29, -1.91)
H (-0.74, -1.90, -1.28)
H (0.83, -1.21, -0.89)
C (-7.53, -3.51, -2.63)
S (-7.16, -4.77, -1.31)
O (-7.33, -3.89, -0.08)
C (-8.63, -5.80, -1.54)
H (-8.49, -3.01, -2.51)
H (-7.32, -4.01, -3.58)
H (-6.76, -2.80, -2.34)
H (-8.53, -6.71, -0.95)
H (-8.75, -6.05, -2.59)
H (-9.52, -5.24, -1.26)
C (-1.96, 4.11, 6.77)
S (-2.29, 2.40, 7.22)
O (-3.08, 1.87, 6.05)
C (-0.59, 1.78, 7.06)
H (-1.47, 4.31, 5.81)
H (-1.26, 4.56, 7.47)
H (-2.90, 4.65, 6.81)
H (0.15, 2.24, 7.71)
H (-0.26, 1.97, 6.04)
H (-0.55, 0.72, 7.34)
C (-6.22, 4.13, 0.73)
S (-7.59, 3.04, 1.42)
O (-7.04, 1.63, 1.69)
C (-8.56, 2.92, -0.19)
H (-6.64, 4.97, 0.17)
H (-5.54, 3.66, 0.03)
H (-5.61, 4.40, 1.59)
H (-9.45, 2.34, 0.04)
H (-7.98, 2.36, -0.92)
H (-8.94, 3.87, -0.59)
C (3.02, -5.17, -5.87)
S (3.00, -3.34, -6.13)
O (4.39, -2.79, -5.71)
C (3.03, -3.39, -8.03)
H (2.07, -5.52, -6.27)
H (3.13, -5.38, -4.81)
H (3.81, -5.59, -6.51)
H (3.14, -2.40, -8.47)
H (2.16, -3.83, -8.49)
H (3.93, -3.91, -8.36)
N (2.69, -3.43, 5.47)
C (2.54, -4.54, 6.20)
C (3.56, -4.70, 7.04)
C (4.54, -3.76, 6.68)
C (3.90, -2.90, 5.85)
H (2.04, -3.01, 4.82)
H (1.62, -5.10, 6.11)
H (3.67, -5.52, 7.73)
H (5.51, -3.61, 7.13)
H (4.19, -1.93, 5.46)
N (0.55, -7.33, 0.42)
C (1.87, -7.67, 0.40)
C (1.96, -9.02, 0.34)
C (0.62, -9.51, 0.23)
C (-0.22, -8.42, 0.26)
H (0.14, -6.40, 0.51)
H (2.66, -6.95, 0.59)
H (2.84, -9.65, 0.37)
H (0.34, -10.53, 0.42)
H (-1.29, -8.28, 0.11)
N (-2.30, -6.88, -8.35)
C (-2.11, -7.96, -7.61)
C (-2.36, -7.65, -6.29)
C (-2.59, -6.25, -6.26)
C (-2.50, -5.79, -7.52)
H (-2.16, -6.78, -9.34)
H (-1.66, -8.84, -8.05)
H (-2.36, -8.36, -5.46)
H (-2.83, -5.69, -5.37)
H (-2.77, -4.87, -8.01)
N (5.19, 7.27, 7.59)
C (6.01, 6.12, 7.66)
C (5.37, 5.07, 6.96)
C (4.18, 5.62, 6.44)
C (4.08, 6.96, 6.83)
H (5.43, 8.13, 8.07)
H (6.96, 6.17, 8.18)
H (5.65, 4.03, 6.87)
H (3.51, 5.07, 5.79)
H (3.27, 7.67, 6.72)
N (1.23, 8.99, 1.85)
C (-0.10, 8.79, 1.65)
C (-0.79, 9.92, 2.09)
C (0.11, 10.74, 2.69)
C (1.38, 10.20, 2.50)
H (1.94, 8.32, 1.58)
H (-0.42, 7.94, 1.05)
H (-1.86, 10.04, 1.94)
H (-0.10, 11.66, 3.22)
H (2.39, 10.58, 2.62)
N (5.70, 1.05, -1.18)
C (6.04, 2.34, -1.52)
C (6.21, 3.06, -0.33)
C (5.94, 2.05, 0.71)
C (5.62, 0.83, 0.18)
H (5.48, 0.32, -1.84)
H (6.08, 2.60, -2.57)
H (6.39, 4.09, -0.08)
H (6.00, 2.26, 1.76)
H (5.29, -0.09, 0.64)
N (2.05, 3.37, -6.33)
C (1.04, 3.16, -7.28)
C (0.55, 4.40, -7.51)
C (1.39, 5.37, -6.93)
C (2.29, 4.68, -6.23)
H (2.52, 2.62, -5.84)
H (0.62, 2.22, -7.60)
H (-0.24, 4.59, -8.22)
H (1.20, 6.43, -6.83)
H (3.00, 4.99, -5.48)

calculated total energy	-4005.00797	Ha
LUMO level (spin up / spin down)	-6.37 / -7.73	eV
highest occupied orbital energy (spin up / spin down)	-9.2 / -9.2	eV
relative energy (zero: lowest compared OMol25 entry of this formula, charge and spin)	5.696	eV
orbital gap (spin up / spin down)	2.86 / 1.51	eV
charge	+1
2S+1	3
largest force on an atom	3.54	eV Å⁻¹

Results of the Löwdin charge analysis, in e, for atoms 1 through 8: atom 1 (Pd): 0.991, atom 2 (C): -0.057, atom 3 (C): -0.497, atom 4 (C): -0.057, atom 5 (O): 0.007, atom 6 (H): 0.079, atom 7 (H): 0.084, atom 8 (H): 0.069

***

[3]
DFT (ωB97M-V/def2-TZVPD) results for a cluster of 2 separate species, HO5S in total.

Cartesian coordinates (Å):
O (-2.36, -2.41, -0.10)
O (-1.94, -0.05, 0.21)
O (-1.73, -1.62, 2.12)
O (0.87, -0.10, 0.16)
O (0.76, -1.47, -0.01)
S (-1.70, -1.42, 0.67)
H (0.81, 0.23, -0.72)

calculated total energy	-774.90216	Ha
LUMO level (spin up / spin down)	3.70 / 3.61	eV
highest occupied orbital energy (spin up / spin down)	-4.7 / -3.7	eV
relative energy (zero: lowest compared OMol25 entry of this formula, charge and spin)	2.199	eV
orbital gap (spin up / spin down)	8.45 / 7.29	eV
charge	-1
largest force on an atom	2.91	eV Å⁻¹

Löwdin analysis output, partial charges in e: atom 1 (O): -0.351, atom 2 (O): -0.371, atom 3 (O): -0.367, atom 4 (O): -0.207, atom 5 (O): -0.303, atom 6 (S): 0.559, atom 7 (H): 0.040

***

[4]
DFT (ωB97M-V/def2-TZVPD) results for an isolated molecule of C28H41N5O6.

Cartesian coordinates (Å):
C (1.57, 3.40, -3.06)
C (0.86, 2.65, -1.94)
N (0.85, 1.23, -2.22)
C (-0.07, 0.40, -1.69)
O (-1.06, 0.81, -1.08)
C (0.24, -1.01, -1.91)
N (1.33, -1.35, -2.67)
C (1.42, -2.65, -2.63)
N (0.43, -3.19, -1.88)
C (-0.33, -2.17, -1.40)
C (-1.43, -2.52, -0.47)
O (-1.66, -3.69, -0.21)
N (-2.08, -1.48, 0.07)
C (-3.07, -1.65, 1.09)
C (-2.49, -1.50, 2.51)
C (-1.98, -0.09, 2.84)
C (-0.46, -0.01, 3.05)
C (0.28, -0.14, 1.73)
N (1.71, -0.09, 1.87)
C (2.51, -0.84, 1.08)
O (2.12, -1.74, 0.37)
O (3.79, -0.46, 1.23)
C (4.85, -1.14, 0.51)
C (4.88, -2.62, 0.87)
C (6.13, -0.46, 0.98)
C (4.66, -0.94, -1.00)
C (-4.23, -0.67, 0.91)
O (-5.10, -0.53, 1.74)
O (-4.12, -0.02, -0.23)
C (-5.00, 1.07, -0.61)
C (-4.88, 2.19, 0.42)
C (-6.44, 0.58, -0.73)
C (-4.44, 1.52, -1.96)
C (1.48, 2.89, -0.58)
C (0.71, 3.35, 0.47)
C (1.26, 3.51, 1.73)
C (2.59, 3.21, 1.95)
C (3.37, 2.75, 0.91)
C (2.82, 2.58, -0.35)
H (1.56, 4.47, -2.85)
H (2.60, 3.07, -3.15)
H (1.07, 3.22, -4.01)
H (-0.20, 2.96, -1.90)
H (1.65, 0.79, -2.64)
H (2.17, -3.22, -3.12)
H (0.27, -4.15, -1.63)
H (-1.86, -0.53, -0.26)
H (-3.47, -2.67, 1.00)
H (-3.29, -1.77, 3.21)
H (-1.69, -2.23, 2.62)
H (-2.47, 0.26, 3.75)
H (-2.25, 0.60, 2.04)
H (-0.21, 0.95, 3.51)
H (-0.14, -0.80, 3.74)
H (-0.06, 0.66, 1.06)
H (0.06, -1.10, 1.26)
H (2.13, 0.72, 2.30)
H (3.97, -3.11, 0.53)
H (5.73, -3.10, 0.39)
H (4.96, -2.74, 1.94)
H (6.10, 0.60, 0.74)
H (6.99, -0.90, 0.49)
H (6.23, -0.56, 2.06)
H (4.70, 0.12, -1.24)
H (5.46, -1.45, -1.54)
H (3.71, -1.35, -1.32)
H (-5.48, 3.04, 0.11)
H (-5.22, 1.85, 1.39)
H (-3.84, 2.51, 0.50)
H (-7.06, 1.38, -1.12)
H (-6.48, -0.27, -1.41)
H (-6.81, 0.27, 0.24)
H (-4.94, 2.43, -2.29)
H (-3.37, 1.70, -1.87)
H (-4.60, 0.74, -2.70)
H (-0.34, 3.58, 0.31)
H (0.64, 3.87, 2.55)
H (3.02, 3.34, 2.94)
H (4.41, 2.51, 1.08)
H (3.43, 2.21, -1.16)

calculated total energy	-1816.94069	Ha
LUMO level	0.65	eV
highest occupied orbital energy	-8.9	eV
relative energy (zero: lowest compared OMol25 entry of this formula, charge and spin)	0.149	eV
orbital gap	9.55	eV
largest force on an atom	1.00	eV Å⁻¹
SMILES	C[C@@H](NC(=O)c1nc[nH]c1C(=O)N[C@@H](CCCCNC(=O)OC(C)(C)C)C(=O)OC(C)(C)C)c1ccccc1

Results of the Löwdin charge analysis, in e, for atoms 1 through 8: atom 1 (C): -0.030, atom 2 (C): -0.313, atom 3 (N): 0.128, atom 4 (C): -0.397, atom 5 (O): 0.026, atom 6 (C): -0.145, atom 7 (N): 0.116, atom 8 (C): -0.163

***

[5]
DFT (ωB97M-V/def2-TZVPD) results for a cluster of 10 separate species, C44H80F12N14O2P2 in total.

Cartesian coordinates (Å):
C (-4.20, 4.37, 3.14)
C (-4.62, 4.44, 1.70)
N (-4.01, 3.43, 0.84)
C (-2.71, 2.89, 1.01)
C (-2.49, 1.98, 0.01)
N (-3.68, 1.95, -0.79)
C (-4.56, 2.90, -0.27)
C (-3.91, 1.18, -2.02)
H (-4.44, 3.43, 3.63)
H (-4.74, 5.18, 3.64)
H (-3.14, 4.59, 3.29)
H (-4.44, 5.41, 1.24)
H (-5.70, 4.38, 1.55)
H (-2.15, 3.13, 1.90)
H (-1.66, 1.33, -0.21)
H (-5.57, 3.11, -0.56)
H (-4.63, 0.39, -1.82)
H (-2.96, 0.79, -2.39)
H (-4.35, 1.90, -2.72)
C (5.14, 7.06, 2.84)
C (5.22, 6.52, 1.43)
N (4.01, 5.92, 0.94)
C (3.30, 6.24, -0.18)
C (2.30, 5.38, -0.48)
N (2.31, 4.49, 0.63)
C (3.40, 4.79, 1.45)
C (1.39, 3.35, 0.79)
H (6.04, 7.66, 3.03)
H (5.19, 6.17, 3.47)
H (4.31, 7.65, 3.22)
H (6.00, 5.78, 1.26)
H (5.54, 7.26, 0.70)
H (3.58, 7.17, -0.65)
H (1.56, 5.37, -1.27)
H (3.68, 4.40, 2.42)
H (1.91, 2.55, 1.32)
H (1.08, 2.88, -0.15)
H (0.41, 3.57, 1.21)
C (-2.65, -3.36, -3.48)
C (-4.15, -3.09, -3.48)
N (-4.88, -3.93, -4.38)
C (-5.12, -3.78, -5.75)
C (-5.94, -4.80, -6.28)
N (-6.23, -5.60, -5.19)
C (-5.53, -5.07, -4.09)
C (-7.21, -6.69, -5.11)
H (-2.55, -4.41, -3.22)
H (-2.03, -2.79, -2.78)
H (-2.22, -3.11, -4.45)
H (-4.36, -2.03, -3.65)
H (-4.56, -3.33, -2.50)
H (-4.85, -2.85, -6.24)
H (-6.52, -4.91, -7.18)
H (-5.62, -5.41, -3.07)
H (-7.02, -7.42, -5.90)
H (-8.24, -6.34, -5.20)
H (-7.07, -7.12, -4.12)
C (-6.62, 1.34, 2.64)
C (-6.04, 0.19, 3.39)
N (-4.57, 0.17, 3.49)
C (-3.68, 0.00, 2.42)
C (-2.42, 0.19, 2.88)
N (-2.47, 0.35, 4.25)
C (-3.78, 0.32, 4.65)
C (-1.37, 0.49, 5.15)
H (-7.70, 1.20, 2.71)
H (-6.36, 1.37, 1.58)
H (-6.24, 2.32, 2.95)
H (-6.29, -0.74, 2.90)
H (-6.54, 0.13, 4.36)
H (-4.14, -0.05, 1.45)
H (-1.48, 0.38, 2.39)
H (-4.12, 0.53, 5.65)
H (-0.60, 1.13, 4.71)
H (-0.88, -0.46, 5.32)
H (-1.65, 0.81, 6.15)
C (3.83, 2.09, -3.34)
C (3.48, 1.26, -2.06)
N (4.54, 1.27, -1.02)
C (4.25, 1.02, 0.31)
C (5.38, 1.19, 1.06)
N (6.43, 1.60, 0.19)
C (5.91, 1.62, -1.07)
C (7.75, 1.97, 0.59)
H (4.44, 1.52, -4.04)
H (4.45, 2.93, -3.04)
H (2.97, 2.48, -3.88)
H (3.31, 0.19, -2.18)
H (2.53, 1.56, -1.62)
H (3.27, 0.72, 0.63)
H (5.54, 1.16, 2.13)
H (6.56, 1.84, -1.90)
H (8.44, 1.16, 0.81)
H (7.78, 2.66, 1.43)
H (8.25, 2.34, -0.30)
C (2.37, 0.29, 3.78)
C (2.57, -1.15, 3.27)
N (1.42, -1.93, 3.67)
C (1.04, -2.50, 4.92)
C (-0.15, -3.17, 4.86)
N (-0.62, -2.98, 3.56)
C (0.45, -2.41, 2.81)
C (-1.92, -3.40, 3.05)
H (3.17, 0.98, 3.50)
H (2.29, 0.39, 4.86)
H (1.47, 0.77, 3.39)
H (3.47, -1.59, 3.70)
H (2.76, -1.31, 2.21)
H (1.73, -2.18, 5.69)
H (-0.73, -3.76, 5.56)
H (0.39, -2.22, 1.75)
H (-2.55, -2.51, 3.12)
H (-2.46, -4.16, 3.61)
H (-1.88, -3.69, 2.00)
C (4.14, -3.81, 1.09)
C (5.25, -3.30, 0.03)
N (4.78, -3.07, -1.35)
C (5.68, -2.74, -2.33)
C (5.06, -2.45, -3.50)
N (3.67, -2.72, -3.29)
C (3.52, -3.03, -1.93)
C (2.52, -2.57, -4.27)
H (3.75, -4.83, 0.97)
H (3.35, -3.06, 1.13)
H (4.52, -3.96, 2.10)
H (5.98, -4.10, 0.05)
H (5.69, -2.38, 0.43)
H (6.75, -2.63, -2.19)
H (5.48, -2.23, -4.47)
H (2.61, -3.27, -1.41)
H (2.03, -3.52, -4.06)
H (2.99, -2.65, -5.25)
H (1.95, -1.67, -4.07)
C (-0.53, -0.97, -1.14)
C (0.60, -0.61, -0.19)
O (0.38, 0.20, 0.70)
O (1.75, -1.11, -0.33)
H (-0.36, -1.75, -1.87)
H (-0.81, -0.10, -1.75)
H (-1.47, -1.24, -0.65)
P (-0.84, -5.43, -0.73)
F (0.15, -6.74, -1.05)
F (0.28, -4.74, 0.18)
F (-0.15, -4.70, -2.06)
F (-2.00, -4.24, -0.44)
F (-1.99, -6.17, -1.63)
F (-1.47, -6.31, 0.54)
P (-0.58, 3.31, -3.62)
F (-1.46, 3.36, -4.99)
F (-0.83, 1.68, -3.46)
F (0.75, 3.01, -4.52)
F (0.25, 3.14, -2.27)
F (-0.15, 4.90, -3.80)
F (-1.87, 3.78, -2.76)

calculated total energy	-4522.16967	Ha
LUMO level (spin up / spin down)	-6.33 / -6.33	eV
highest occupied orbital energy (spin up / spin down)	-9.2 / -13.6	eV
orbital gap (spin up / spin down)	2.85 / 7.24	eV
charge	+3
2S+1	2
largest force on an atom	6.22	eV Å⁻¹

Results of the Löwdin charge analysis, in e, for atoms 1 through 8: atom 1 (C): -0.064, atom 2 (C): -0.183, atom 3 (N): -0.035, atom 4 (C): -0.004, atom 5 (C): 0.010, atom 6 (N): -0.056, atom 7 (C): 0.016, atom 8 (C): 0.015